# 1
A cluster of 4 separate species, C4H17NO3 in total at a distorted geometry, computed with the ωB97M-V functional and the def2-TZVPD basis.

Summary:
HOMO (eV): -9.200
SMILES: CNC(C)C.O.O.O
Frontier orbital gap (Ha): 0.3522
Energy (Eh): -442.97686

Last column: Löwdin charge in e.
CARTESIAN COORDINATES (ANGSTROEM)
C  -0.1796  1.2302  -1.9119  -0.09
N  0.6645  0.6263  -0.8148  -0.11
C  1.7584  -1.2207  -2.2318  -0.12
C  1.0176  -0.8238  -1.0150  -0.44
C  -0.2833  -1.7196  -0.9892  -0.04
H  0.1830  2.1634  -2.2133  0.05
H  -1.1085  1.6261  -1.3309  0.11
H  -0.4009  0.4394  -2.5125  0.03
H  1.5864  1.0977  -0.8221  0.10
H  2.7930  -1.5601  -2.2472  0.07
H  1.9597  -0.3884  -2.9385  0.09
H  1.4663  -2.1523  -2.7511  0.07
H  1.7549  -0.9938  -0.2029  0.13
H  -0.1559  -2.6792  -1.6156  0.10
H  -1.1472  -1.3585  -1.4421  0.04
H  -0.4220  -2.0014  0.0550  0.06
H  -1.9817  -0.9606  1.9279  -0.03
H  -2.9657  -1.9686  2.5987  -0.05
O  -2.6483  -1.6254  1.8541  -0.01
H  -1.0225  1.2210  2.8136  0.02
H  -0.5360  0.7784  1.5051  0.03
O  -1.2841  0.6569  2.0999  -0.03
H  0.5615  2.8799  3.4465  0.05
H  0.1449  3.8324  4.3561  0.01
O  0.2456  2.9006  4.3819  -0.05

---

# 2
The molecule C5H8O2S at a distorted geometry, computed with the ωB97M-V functional and the def2-TZVPD basis.

Summary:
HOMO (eV): -9.598
SMILES: C=C[C@@H](O)C(=O)SC
Frontier orbital gap (Ha): 0.3730
Energy (Eh): -743.83361

Last column: Löwdin charge in e.
CARTESIAN COORDINATES (ANGSTROEM)
C  -2.8688  -0.0321  0.4256  -0.31
C  -0.3103  -0.5197  -0.0693  -0.71
C  1.1734  -0.4861  -0.5815  -0.44
C  2.0058  0.6364  -0.0446  -0.19
C  1.9126  1.7487  0.7921  0.02
H  -2.6540  -1.1202  0.7443  0.07
H  -2.7182  0.4528  1.4740  0.06
H  -3.8470  0.3110  0.1457  0.01
H  1.3841  -0.1821  -1.7344  0.20
H  1.8507  -1.4610  0.7199  0.11
H  2.7766  0.4587  -0.5915  0.03
H  0.8036  2.1785  1.2028  0.12
H  3.0072  2.3167  0.6751  0.11
O  -0.5477  -1.1355  0.9346  0.00
O  1.9417  -1.5182  -0.2263  0.03
S  -1.4519  0.6370  -0.7148  0.90

---

# 3
A structure of composition C38H37N2O7SY at a distorted geometry, computed with the ωB97M-V functional and the def2-TZVPD basis.

Summary:
HOMO (eV): -8.070
Frontier orbital gap (Ha): 0.3025
Energy (Eh): -2543.17001

Last column: Löwdin charge in e.
CARTESIAN COORDINATES (ANGSTROEM)
Y  -0.2528  -0.4633  0.0335  1.59
C  2.1202  2.2581  0.1645  -0.07
O  1.2456  1.5291  1.0158  -0.25
C  1.6808  1.3487  2.3552  -0.17
C  2.4128  0.0126  2.5571  -0.17
O  1.5668  -1.0761  2.2156  -0.24
C  1.1674  -1.8589  3.3259  -0.08
H  2.7627  2.9258  0.7458  0.09
H  1.4825  2.8538  -0.4913  0.09
H  2.7394  1.5972  -0.4526  0.08
H  0.7687  1.3435  2.9618  0.12
H  2.3298  2.1769  2.6692  0.13
H  2.7437  -0.0633  3.6002  0.13
H  3.2886  -0.0358  1.8962  0.12
H  2.0355  -2.3503  3.7809  0.10
H  0.4829  -2.6085  2.9345  0.09
H  0.6566  -1.2604  4.0888  0.10
O  -2.9570  2.4887  -1.5100  0.06
C  -2.0286  1.6971  -1.4818  -0.58
O  -1.8181  0.8160  -0.5903  -0.15
C  -1.0363  1.7311  -2.6543  -0.17
C  -1.4145  2.4815  -3.7885  0.01
C  -0.5991  2.5031  -4.8780  0.00
C  0.6041  1.7706  -4.8335  -0.16
C  1.4859  1.7191  -5.9300  -0.04
C  2.6338  0.9810  -5.8681  -0.08
C  2.9623  0.2980  -4.6867  -0.06
C  2.1414  0.3587  -3.5933  0.00
C  0.9228  1.0696  -3.6373  -0.19
N  0.0918  1.0609  -2.5609  0.16
H  -2.3508  3.0128  -3.7540  0.12
H  -0.8531  3.0579  -5.7714  0.12
H  1.2278  2.2716  -6.8230  0.11
H  3.2885  0.9373  -6.7263  0.10
H  3.8784  -0.2726  -4.6388  0.10
H  2.4030  -0.1461  -2.6810  0.07
C  -5.5753  -1.2823  0.9131  -0.04
C  -5.8739  -2.5692  0.1345  -0.55
C  -7.0619  -2.3049  -0.8018  -0.04
C  -6.2366  -3.6564  1.1607  -0.04
C  -4.6733  -3.0312  -0.6769  -0.16
C  -4.6971  -4.2760  -1.3262  -0.03
C  -3.6146  -4.7799  -2.0164  -0.08
C  -2.4455  -4.0399  -2.0224  -0.45
S  -0.8589  -4.4413  -2.6125  1.13
C  -0.2575  -2.9336  -1.9446  -0.50
N  -1.1773  -2.1880  -1.4123  0.02
C  -2.4065  -2.7777  -1.4082  -0.28
C  -3.5290  -2.2621  -0.7735  0.05
C  1.1508  -2.6090  -1.8463  -0.27
C  2.0866  -3.3590  -2.5608  -0.06
C  3.4346  -3.1249  -2.3948  -0.09
C  3.8419  -2.1485  -1.5008  -0.09
C  2.9000  -1.3907  -0.8181  -0.16
C  1.5118  -1.5683  -0.9402  -0.19
H  -6.4288  -1.0365  1.5432  0.09
H  -5.4030  -0.4411  0.2450  0.09
H  -4.7052  -1.4086  1.5549  0.08
H  -7.9353  -2.0341  -0.2113  0.08
H  -7.3045  -3.1818  -1.3985  0.08
H  -6.8289  -1.4811  -1.4740  0.09
H  -7.0293  -3.2939  1.8136  0.08
H  -5.3638  -3.8887  1.7674  0.07
H  -6.5838  -4.5687  0.6815  0.08
H  -5.5857  -4.8859  -1.2878  0.11
H  -3.6650  -5.7329  -2.5191  0.11
H  -3.4378  -1.2804  -0.3383  0.10
H  1.7426  -4.1242  -3.2456  0.09
H  4.1641  -3.7040  -2.9420  0.10
H  4.8971  -1.9732  -1.3404  0.10
H  3.2811  -0.6211  -0.1559  0.07
O  -2.9344  -3.4831  2.9510  0.07
C  -3.0179  -2.4562  3.8271  -0.26
C  -3.7126  -2.5982  5.0259  -0.02
C  -3.8243  -1.5481  5.9161  -0.08
C  -3.2116  -0.3361  5.6362  -0.08
C  -2.5006  -0.1933  4.4621  -0.01
C  -2.3968  -1.2312  3.5390  -0.07
C  -1.6037  -0.9902  2.2935  -0.61
O  -1.3781  -1.9198  1.4745  -0.07
O  -1.1100  0.1561  2.1203  -0.09
H  -3.4203  -4.2447  3.2944  0.11
H  -4.1800  -3.5482  5.2541  0.11
H  -4.3951  -1.6735  6.8244  0.10
H  -3.2990  0.4850  6.3311  0.10
H  -1.9988  0.7344  4.2245  0.12

---

# 4
A cluster of 2 separate species, C4H10O in total, computed with the ωB97M-V functional and the def2-TZVPD basis.

Summary:
HOMO (eV): -9.939
SMILES: C=CC.CO
Frontier orbital gap (Ha): 0.4039
Energy (Eh): -233.59468

Last column: Löwdin charge in e.
CARTESIAN COORDINATES (ANGSTROEM)
C  0.7615  -0.8918  -1.9908  -0.18
O  1.3791  -1.4284  -0.8511  -0.13
H  1.3706  -1.2115  -2.8231  0.08
H  -0.2485  -1.2546  -2.1189  0.07
H  0.7315  0.2098  -1.9492  0.07
H  0.9245  -1.1666  -0.0364  0.04
C  -1.5666  0.4930  0.6711  -0.12
C  -0.3993  0.4723  1.6035  -0.24
C  0.8071  0.9285  1.2940  -0.02
H  -2.4400  0.9110  1.1786  0.07
H  -1.3626  1.0955  -0.2069  0.07
H  -1.9031  -0.4902  0.3101  0.08
H  -0.6131  0.0385  2.5793  0.10
H  1.5912  0.9709  2.0324  0.06
H  0.9677  1.3235  0.3074  0.05

---

# 5
A structure of composition C32H37ClN2RuSi2 at a distorted geometry, computed with the ωB97M-V functional and the def2-TZVPD basis.

Summary:
HOMO (spin up / spin down) (eV): -12.556 / -13.758
Spin multiplicity: 5
Frontier orbital gap (spin up / spin down) (Ha): 0.2689 / 0.2374
Charge: +2
Energy (Eh): -2484.57940

Last column: Mulliken spin population.
CARTESIAN COORDINATES (ANGSTROEM)
C  0.7089  4.7687  2.3645  0.14
C  1.1955  4.2229  1.1246  0.14
C  0.0718  3.6835  0.3949  -0.01
H  2.2127  4.2848  0.7391  0.01
C  -1.1068  3.9015  1.1935  0.17
C  -0.7224  4.5982  2.3854  0.16
H  -1.4060  4.9860  3.1474  0.01
H  1.3084  5.3022  3.1116  0.00
H  0.0693  3.3138  -0.6254  0.01
H  -2.1106  3.6450  0.8768  0.04
Ru  0.2676  2.3665  2.0718  3.05
Si  0.0916  0.3549  0.7464  -0.27
C  1.7693  0.1643  -0.0126  0.01
C  2.4531  -1.0576  0.1048  0.04
H  2.0516  -1.8345  0.7586  0.00
C  3.5930  -1.3096  -0.6560  0.01
H  4.0360  -2.3108  -0.6466  0.00
C  4.1625  -0.2800  -1.4095  0.01
H  5.0819  -0.4717  -1.9683  0.00
C  3.5497  0.9788  -1.4276  0.00
H  4.0174  1.8053  -1.9605  0.00
C  2.3529  1.2069  -0.7417  -0.01
H  1.8835  2.1981  -0.7818  -0.01
C  -1.2875  0.8741  -0.3691  -0.01
C  -1.1266  0.8749  -1.7516  0.02
H  -0.1588  0.6068  -2.1736  0.00
C  -2.2212  1.1534  -2.5703  0.01
H  -2.0736  1.1426  -3.6510  0.00
C  -3.4651  1.4606  -2.0154  0.01
H  -4.2932  1.7528  -2.6673  0.00
C  -3.6479  1.3603  -0.6306  0.00
H  -4.6384  1.5284  -0.1952  0.00
C  -2.5586  1.0589  0.1857  0.08
H  -2.7256  0.9547  1.2601  -0.01
H  0.1431  0.4349  2.2877  0.16
Si  -0.8315  -3.3266  -0.8300  0.00
C  -2.3245  -3.1831  -1.9268  0.00
C  -2.2600  -3.5639  -3.2888  0.00
H  -1.3617  -4.0495  -3.6802  0.00
C  -3.3295  -3.3038  -4.1515  0.00
H  -3.2438  -3.5605  -5.2117  0.00
C  -4.4967  -2.7180  -3.6490  0.00
H  -5.3288  -2.5059  -4.3182  0.00
C  -4.6084  -2.4148  -2.2862  0.00
H  -5.5191  -1.9611  -1.8809  0.00
C  -3.5463  -2.6905  -1.4188  0.00
H  -3.6615  -2.4993  -0.3472  0.00
C  0.6522  -3.5015  -1.9035  0.00
C  1.2084  -2.5150  -2.7429  0.00
H  0.9031  -1.4713  -2.6396  0.00
C  2.2013  -2.8534  -3.6721  0.00
H  2.6665  -2.0624  -4.2762  0.00
C  2.6299  -4.1855  -3.7987  0.00
H  3.3776  -4.4515  -4.5540  0.00
C  2.1418  -5.1568  -2.9149  0.00
H  2.5151  -6.1857  -2.9624  0.00
C  1.1979  -4.8043  -1.9444  0.00
H  0.8674  -5.5440  -1.2128  0.00
H  -0.9968  -4.4368  0.1470  0.00
Cl  -0.7629  -1.7403  0.8321  0.01
N  2.0952  1.8729  3.1386  0.11
C  1.9454  1.0241  4.3829  0.01
C  1.3101  1.8314  5.5139  0.00
C  -0.0208  2.5012  5.1941  0.00
N  -0.6825  1.9446  3.9811  0.12
H  2.6067  2.7226  3.3991  -0.01
H  2.6805  1.4003  2.4407  -0.01
H  1.3388  0.1500  4.1195  0.01
H  2.9379  0.6522  4.6842  0.00
H  1.1835  1.1801  6.3933  0.00
H  2.0228  2.5972  5.8432  0.00
H  -0.7207  2.3614  6.0195  0.00
H  0.0967  3.5790  5.0582  0.00
H  -1.6651  2.2250  3.9242  -0.01
H  -0.6956  0.9241  4.0405  0.00

---

# 6
A structure of composition C4H9N3S at a distorted geometry, computed with the ωB97M-V functional and the def2-TZVPD basis.

Summary:
HOMO (eV): -8.305
Frontier orbital gap (Ha): 0.3199
Energy (Eh): -720.05699

Last column: Löwdin charge in e.
CARTESIAN COORDINATES (ANGSTROEM)
C  -1.6148  -0.6387  -0.2257  -0.66
C  0.5388  0.4430  -0.5356  -0.49
C  1.3386  1.5577  0.1526  -0.09
C  1.5231  0.1422  0.4295  -0.66
H  -3.0146  0.5552  -0.2514  0.11
H  -3.4839  -1.3336  -0.2381  0.22
H  -0.1445  -2.2296  0.1583  0.05
H  -1.1645  1.7122  -0.5706  0.28
H  0.8564  0.0371  -1.5953  0.15
H  0.7772  2.1607  0.9919  0.15
H  2.2177  2.1207  -0.3277  0.13
H  1.0928  -0.1608  1.3286  0.08
H  3.3940  -1.2461  1.0833  -0.01
N  -2.8293  -0.4110  0.1915  0.05
N  -1.2211  -1.9088  0.1110  0.04
N  -0.8367  0.4715  -0.4366  0.01
S  2.5709  -1.2717  -0.2658  0.66

---

What is the energy in the fifth record? -2484.57940 Eh

---

Number 1 is which compound? C4H17NO3

---

The lowest energy belongs to which entry? C38H37N2O7SY

---

What is the formula in the fifth record? C32H37ClN2RuSi2